This record from the OMol25 dataset describes C6H10N2O3S in the gas phase in a non-equilibrium geometry. The level of theory is wB97M-V/def2-TZVPD.

The total charge is 0. The value obtained for the total energy is -967.893643 a.u. Its HOMO-LUMO gap is 8.19 eV. As for the HOMO energy: -7.9 eV. The calculation puts the energy relative to the best compared isomer or geometry (same formula, charge and spin) at 83.3 kcal per mole.

Geometry as XYZ:
```
22
C6H10N2O3S wB97M-V/def2-TZVPD
C -2.14144 0.49125 0.26162
C 2.19561 -0.54003 0.71760
C 1.85687 0.86661 0.48395
C -0.76794 -1.27740 -1.73414
C 0.73411 -0.84732 0.89415
C -0.57055 1.07564 -0.05200
N -0.58465 2.17694 -0.72362
N 0.47315 0.51596 0.57221
O -2.88810 1.28638 -0.31511
O -2.32816 -0.57718 0.89219
O -1.08231 -2.85808 0.31066
S 0.03440 -2.06436 -0.54807
H 2.59984 -1.05564 -0.13017
H 2.70965 -0.72532 1.75277
H 2.17719 1.70272 1.12269
H 2.34347 1.20494 -0.47921
H -1.69797 -0.74090 -1.51039
H -0.05811 -0.73789 -2.35249
H 0.36874 -1.08453 1.79930
H -1.51267 2.37536 -0.97094
H 0.02214 3.00470 -0.51524
H -1.88324 -2.19184 0.52423
```